Density functional theory data (wB97M-V/def2-TZVPD) for an isolated molecule of CH4N2.

## Properties
Lowest unoccupied orbital energy   1.02 eV
SMILES string   [H]/N=C\N
Energy above the lowest of the compared OMol25 structures with the same formula, charge and spin   163.3 kJ/mol
Gap between HOMO and LUMO   11.4986 eV

```
7
Properties=species:S:1:pos:R:3:forces:R:3
H -1.828 -0.020 0.067 -0.787 0.490 1.278
N -1.324 -0.163 -0.770 1.346 -0.543 -1.578
C -0.091 -0.111 -0.530 0.133 -0.155 1.183
N 0.427 0.216 0.830 -0.571 2.972 -2.827
H 0.688 -0.345 -1.287 -0.715 0.307 0.192
H 0.978 -0.526 1.096 1.546 -2.335 1.004
H 1.150 0.950 0.594 -0.951 -0.735 0.749
```
Positions in Å, forces in eV/Å.